No. 1
C23H22FeNO6Si | ωB97M-V/def2-TZVPD

```
54
Properties=species:S:1:pos:R:3:forces:R:3
Fe 2.423887 -1.946209 -0.799510 -0.14 0.13 -0.27
O 3.409059 3.894250 0.084564 -0.01 -0.03 0.00
C 3.321422 2.550786 0.019373 -0.03 0.09 -0.01
C 2.727830 1.797325 1.039508 0.03 -0.04 -0.03
C 2.708882 0.432187 0.865621 -0.07 -0.01 0.01
N 3.185927 -0.134982 -0.228543 0.21 0.10 0.03
C 3.699842 0.566646 -1.226790 0.04 0.05 0.09
C 3.822842 1.936926 -1.128053 0.00 -0.09 -0.07
C 4.007817 -0.303914 -2.452631 -0.15 0.00 -0.22
O 4.606687 0.174856 -3.390303 0.00 0.02 0.13
O 3.519747 -1.506629 -2.361008 0.33 0.01 -0.03
C 2.045665 -0.637003 1.698245 0.01 -0.18 0.02
O 1.019800 -0.224410 2.405663 0.05 -0.11 -0.13
O 2.392766 -1.801885 1.566921 -0.05 0.27 0.19
H 2.950505 4.219536 0.866999 0.00 0.02 0.02
H 2.284005 2.263668 1.909080 0.00 -0.01 0.01
H 4.243780 2.517341 -1.936388 0.00 0.01 0.01
C -1.788827 -1.787308 -2.676948 0.01 0.03 -0.03
C -2.175437 -1.830859 -1.191036 -0.08 -0.01 -0.03
C -3.553875 -1.180747 -1.033523 -0.01 0.00 0.01
C -2.243563 -3.293847 -0.735005 0.00 -0.01 0.01
Si -0.793550 -0.971581 -0.233160 0.29 0.17 -0.06
O 0.605437 -1.687178 -0.616027 -0.51 -0.38 0.32
C -1.146134 -0.952229 1.640433 0.09 -0.06 0.02
C -2.345313 -0.516406 2.135111 -0.02 -0.01 0.00
C -2.618419 -0.416212 3.513840 0.00 0.00 0.01
C -1.643902 -0.794040 4.464246 0.00 -0.02 0.00
C -0.422895 -1.219137 4.063577 -0.06 0.02 0.02
C -0.062443 -1.276666 2.628560 0.04 0.08 -0.02
C -0.573623 0.845103 -0.710568 -0.02 0.03 -0.02
C -0.958644 1.929544 0.080274 -0.05 -0.01 0.00
C -0.689249 3.238575 -0.301608 -0.01 0.01 0.01
C -0.019561 3.493216 -1.489423 0.03 0.02 0.00
C 0.381707 2.432528 -2.290205 0.03 0.00 0.01
C 0.107672 1.129441 -1.900704 0.04 -0.04 -0.02
H -2.497939 -2.384293 -3.259726 -0.01 0.00 0.00
H -0.789031 -2.188649 -2.851403 0.00 -0.01 0.02
H -1.819343 -0.767918 -3.069948 0.01 0.00 0.01
H -4.245838 -1.599838 -1.771389 0.00 -0.01 0.00
H -3.522399 -0.099277 -1.194152 0.01 0.00 -0.01
H -3.986227 -1.372464 -0.050408 0.01 0.00 0.00
H -3.002721 -3.833926 -1.310482 -0.01 0.01 -0.01
H -2.510310 -3.375140 0.322221 0.00 0.01 0.00
H -1.289504 -3.803876 -0.883434 0.01 0.02 0.00
H -3.131669 -0.223331 1.450231 0.01 -0.01 0.00
H -3.584652 -0.060519 3.844300 0.00 0.00 0.00
H -1.884767 -0.753223 5.518921 0.01 0.00 0.00
H 0.329957 -1.524634 4.778886 0.01 0.01 0.00
H 0.434728 -2.216101 2.387295 -0.03 -0.02 0.00
H -1.471830 1.757912 1.019279 0.00 -0.02 0.01
H -1.009505 4.060724 0.327751 0.01 0.00 0.00
H 0.192910 4.511581 -1.790454 0.00 0.00 0.00
H 0.913863 2.618695 -3.215208 -0.01 0.00 0.00
H 0.444433 0.313610 -2.532850 0.00 0.00 0.02
```
Positions in Å, forces in eV/Å.

Results
- frontier orbital gap (alpha / beta) (eV) = 7.64 / 7.51
- <S²> = 8.804
- multiplicity = 6
- HOMO (alpha / beta) (eV) = -7.98 / -8.90


No. 2
C23H22FeO9 | ωB97M-V/def2-TZVPD

```
55
Properties=species:S:1:pos:R:3:forces:R:3
C -3.812687 0.093644 1.901622 0.60 -0.15 -0.04
O -2.467341 0.585829 1.857485 0.89 -0.38 -0.14
C -1.406150 -0.313496 1.680442 -0.79 0.04 0.99
C -0.797142 -0.884515 2.827170 -3.25 0.11 0.29
C 0.176862 -1.996483 2.702667 0.33 -0.55 0.57
C 0.976886 -1.705794 1.480305 1.11 -1.80 -1.64
C 0.428382 -1.080965 0.360737 0.48 -1.22 -0.44
C -0.744549 -0.326467 0.429966 -1.92 -0.11 -0.89
Fe 0.691743 0.321604 2.017305 -0.12 -1.59 0.53
C 1.716025 0.259312 3.424821 3.03 -0.09 4.98
O 2.321552 0.320545 4.415597 -0.94 -0.06 -1.76
C 0.086930 1.905755 2.482426 -2.89 6.04 1.57
O -0.283441 2.960941 2.807782 1.04 -2.47 -0.66
C 1.965132 1.088662 1.069203 3.70 2.41 -4.10
O 2.693940 1.615263 0.346763 -0.77 -0.67 1.18
H -4.380716 0.999202 2.143146 -0.16 -0.48 -0.06
H -4.104406 -0.310426 0.913160 0.02 0.14 0.49
H -3.923130 -0.680946 2.686677 -0.06 0.38 -0.38
H -1.286020 -0.733438 3.794273 0.04 0.02 -0.40
H 0.835840 -2.061729 3.593683 -0.29 0.09 -0.37
H -0.321998 -2.994830 2.672779 0.06 0.36 -0.27
H 1.951618 -2.204755 1.396806 -0.52 0.24 -0.17
H 0.960778 -1.137044 -0.585576 0.20 0.27 0.24
H -1.111441 0.311516 -0.389139 0.19 -0.62 0.48
C 1.155515 -6.825828 7.093359 0.36 0.02 -0.21
O 2.191754 -6.588252 6.109225 -0.87 0.18 -0.71
C 1.786183 -6.273971 4.845723 -0.22 0.05 0.06
C 2.789661 -5.960799 3.891322 -0.40 -0.10 0.32
C 2.438575 -5.601752 2.608877 0.28 -0.07 0.06
C 1.079253 -5.541736 2.163549 -0.14 -0.15 0.47
C 0.719724 -5.188273 0.826062 0.17 0.10 1.08
C -0.677423 -5.050649 0.427005 -1.61 0.37 -0.36
O -1.647009 -4.990760 1.161362 0.90 -0.11 -0.56
O -0.919422 -4.876030 -0.915965 0.41 -0.34 0.47
C 0.152255 -5.155103 -1.818132 -0.10 0.51 -0.30
C 0.429843 -6.644648 -1.919433 -0.05 -0.02 -0.18
C -0.249183 -4.542832 -3.163552 0.12 -0.10 0.52
O 1.311585 -4.436251 -1.385495 -0.08 -0.47 0.55
C 1.704991 -4.620237 -0.080007 1.21 0.92 -1.01
O 2.807392 -4.194444 0.216028 -0.92 -0.49 -0.18
C 0.097852 -5.871053 3.152410 -0.18 -0.22 0.26
C 0.424392 -6.228287 4.449928 0.51 0.02 0.13
H 1.730298 -7.023099 7.999485 -0.34 0.00 -0.04
H 0.506335 -5.942000 7.226246 0.38 -0.30 -0.08
H 0.532998 -7.698481 6.828192 0.35 0.30 0.08
H 3.835184 -6.002650 4.205297 -0.36 0.05 -0.15
H 3.220256 -5.332345 1.909521 -0.11 -0.13 0.16
H 0.725025 -7.079833 -0.959873 -0.05 0.05 -0.15
H -0.473385 -7.142405 -2.284634 0.14 0.01 0.13
H 1.228650 -6.797778 -2.651104 -0.07 -0.03 0.17
H -0.433788 -3.472694 -3.015678 0.03 -0.25 -0.08
H 0.568668 -4.681103 -3.878489 -0.22 0.02 0.11
H -1.162953 -5.029921 -3.519891 0.22 0.12 0.01
H -0.954413 -5.826857 2.893664 0.30 -0.04 -0.02
H -0.364881 -6.468812 5.175196 0.38 0.18 -0.55
```
Positions in Å, forces in eV/Å.

Results
- frontier orbital gap (alpha / beta) (eV) = 6.20 / 5.37
- <S²> = 6.141
- multiplicity = 5
- HOMO (alpha / beta) (eV) = -5.71 / -7.85


What largest force on an atom values result from the calculations? In sequence: 0.014 0.134 Eh/bohr.
What total energy values result from the calculations? In sequence: -2949.146628 -2830.314237 a.u..